(1)
47
Properties=species:S:1:pos:R:3:forces:R:3 method="wB97M-V/def2-TZVPD" gap_ev=6.56 smiles=N#C[C@H]([n+]1ccccc1)C1(c2ccccc2)c2ccccc2-c2ccccc21 charge=+1 e_tot_ev=-30243.4961
C -3.6683 -1.0761 0.4029 1.17 0.44 -0.93
C -3.0558 -2.4076 0.1864 1.85 -1.88 -1.01
N -2.5336 -3.4383 -0.0180 -1.39 2.71 0.68
N -2.6778 -0.1892 1.2344 1.76 0.08 -0.73
C -2.5327 1.1437 0.9253 -0.64 -0.23 0.16
C -1.6890 1.9980 1.6231 -0.05 -0.13 0.13
C -0.8204 1.4775 2.5898 -0.85 -0.35 0.02
C -0.7723 0.0872 2.7100 -0.16 -0.04 -0.09
C -1.6390 -0.7162 1.9705 -0.60 0.13 0.29
H -3.7884 -0.5038 -0.5477 0.51 -0.67 0.54
H -3.0735 1.4947 0.0512 -0.45 0.01 0.47
H -1.7358 3.0759 1.4367 0.06 -0.55 -0.18
H -0.2392 2.1293 3.2433 0.00 -0.22 -0.37
H -0.0744 -0.3951 3.4004 -0.19 0.11 -0.47
H -1.4586 -1.7861 1.9208 -0.64 0.03 0.30
C -5.0897 -1.3544 0.8975 -0.99 -0.17 0.85
C -5.7519 -2.2450 -0.1770 -0.29 0.00 -0.33
C -5.8231 -1.7491 -1.4851 -0.01 -0.18 -0.45
C -6.3560 -2.4992 -2.5389 -0.02 0.00 0.23
C -6.8476 -3.7860 -2.2991 0.21 0.14 0.12
C -6.8141 -4.2856 -0.9948 0.00 0.26 0.07
C -6.3069 -3.5079 0.0637 -0.07 -0.24 -0.19
C -4.9965 -1.9504 2.3042 -0.79 0.15 0.32
C -5.4685 -1.0110 3.2410 0.50 -0.43 0.12
C -5.4757 -1.2855 4.6036 0.29 -0.05 -0.26
C -5.0660 -2.5536 5.0251 0.11 0.01 -0.04
C -4.6887 -3.5266 4.0917 0.08 0.21 -0.14
C -4.6446 -3.2252 2.7161 0.10 -0.29 0.45
C -5.9577 0.1669 2.5343 0.20 0.48 -0.40
C -5.8393 -0.0419 1.1469 -0.51 -0.10 0.50
C -6.4785 0.8178 0.2645 0.07 0.49 0.12
C -7.0312 2.0106 0.7664 0.10 -0.25 0.17
C -7.0066 2.2782 2.1426 0.07 0.04 -0.12
C -6.5071 1.3347 3.0472 0.15 0.07 -0.37
H -5.4795 -0.7393 -1.7096 0.08 -0.34 -0.04
H -6.3821 -2.0706 -3.5455 -0.01 -0.18 0.41
H -7.2499 -4.3857 -3.1244 0.20 0.25 0.43
H -7.1878 -5.2974 -0.8010 0.10 0.50 0.04
H -6.3729 -3.9088 1.0750 0.13 0.13 -0.33
H -5.7612 -0.4964 5.2972 -0.07 -0.36 0.03
H -5.0343 -2.7824 6.0922 -0.09 0.00 -0.35
H -4.4154 -4.5295 4.4328 -0.12 0.39 -0.14
H -4.3916 -4.0073 1.9998 0.13 0.26 0.25
H -6.6007 0.5753 -0.7880 0.18 0.22 0.22
H -7.4822 2.7245 0.0691 0.12 -0.31 0.36
H -7.3901 3.2305 2.5081 0.00 -0.28 -0.08
H -6.4910 1.4973 4.1241 -0.25 0.11 -0.26

---

(2)
61
Properties=species:S:1:pos:R:3:forces:R:3 method="wB97M-V/def2-TZVPD" gap_ev="6.33 / 4.56" e_above_lowest_kcal_mol=0.0 charge=+2 spin_multiplicity=5 e_tot_ev=-153940.6743
Fe 0.1988 0.0284 -0.2207 0.09 -1.10 0.36
C -3.3458 -2.0163 0.4750 -0.04 -0.06 0.08
C -2.6142 -1.0472 -0.1820 -0.06 0.16 0.21
N -1.3943 -0.9499 0.3702 -0.27 0.27 -0.40
N -1.3385 -1.8150 1.4099 0.03 -0.09 0.03
C -2.4964 -2.4795 1.4704 -0.09 -0.03 -0.07
B -0.0810 -1.7051 2.3392 0.10 -0.16 0.10
N 1.1497 -2.1312 1.4967 -0.06 -0.01 -0.08
C 2.0563 -3.0987 1.6736 0.04 -0.09 0.01
C 2.9313 -3.0878 0.5988 0.04 0.04 -0.06
C 2.4851 -2.0550 -0.2133 0.02 -0.10 0.08
N 1.4038 -1.4882 0.3345 0.08 -0.01 -0.15
N 0.0453 -0.1708 2.6204 -0.11 0.07 -0.05
C 0.0458 0.4952 3.7770 -0.06 0.06 0.13
C 0.1347 1.8556 3.5159 0.02 0.04 -0.02
C 0.2003 1.9505 2.1381 0.03 -0.03 0.15
N 0.1421 0.7185 1.6085 0.12 0.23 -0.41
N -0.1159 -2.4560 3.6316 -0.09 0.01 0.08
C -0.9939 -3.2780 4.2896 0.07 0.17 -0.28
C -0.4061 -3.6827 5.4470 0.14 0.05 0.26
C 0.8536 -3.0470 5.4471 0.05 0.19 0.03
N 1.0288 -2.3015 4.3717 -0.21 -0.37 0.06
H -4.3525 -2.3390 0.2717 0.03 0.02 0.02
H -2.9054 -0.4112 -1.0043 0.07 -0.06 -0.03
H -2.6641 -3.2611 2.1863 -0.01 0.04 0.03
H 2.0372 -3.7297 2.5465 -0.03 0.07 0.00
H 3.7753 -3.7364 0.4375 -0.04 0.02 0.02
H 2.8796 -1.6930 -1.1511 -0.03 -0.01 0.04
H -0.0148 -0.0276 4.7172 0.05 -0.04 -0.06
H 0.1602 2.6578 4.2330 -0.04 -0.04 -0.02
H 0.2783 2.8190 1.5057 -0.04 -0.06 0.01
H -1.9767 -3.5149 3.9283 0.03 0.02 -0.04
H -0.8308 -4.3123 6.2101 0.03 -0.03 -0.05
H 1.6244 -3.0863 6.2026 -0.02 -0.02 -0.06
Br 2.2186 0.6392 -3.3365 -0.09 0.03 -0.11
C 0.8314 -0.6305 -3.4157 -0.06 0.12 0.12
C 0.6461 -1.2409 -4.6432 0.05 -0.08 -0.01
C -0.3007 -2.2408 -4.7542 0.04 0.00 -0.11
C -1.0269 -2.5869 -3.6296 -0.04 -0.08 -0.02
C -0.7975 -1.9070 -2.4568 0.22 -0.02 0.03
N 0.1138 -0.9164 -2.3188 -0.16 0.41 0.32
H 1.2553 -0.9420 -5.4827 0.00 -0.01 0.00
H -0.4518 -2.7481 -5.6979 -0.01 0.03 0.00
H -1.7634 -3.3778 -3.6526 0.00 0.03 0.02
H -1.3526 -2.1733 -1.5782 0.08 -0.09 0.01
F 5.6449 7.5062 -0.7354 0.03 0.06 0.01
C 6.2565 6.3751 -0.3811 -0.12 -0.17 -0.01
F 6.7501 6.5218 0.8491 0.04 0.05 0.02
F 7.2576 6.1438 -1.2238 0.03 0.03 0.00
C 5.2471 5.2356 -0.3851 -0.09 -0.07 -0.02
C 4.1101 5.3694 0.4365 0.28 0.15 -0.08
C 3.1670 4.3878 0.4467 -0.14 -0.17 -0.22
C 3.3507 3.2245 -0.3653 0.35 0.26 -0.03
C 4.5222 3.1035 -1.1781 -0.15 -0.15 0.19
C 5.4515 4.1067 -1.1899 0.01 0.21 0.11
C 2.4065 2.2249 -0.3765 -0.06 -0.15 0.09
C 1.5739 1.3117 -0.4330 -0.04 0.47 -0.24
H 3.9928 6.2560 1.0466 0.02 -0.02 -0.01
H 2.2845 4.4771 1.0653 0.01 -0.04 -0.03
H 4.6571 2.2203 -1.7900 -0.04 0.01 0.07
H 6.3325 4.0379 -1.8113 0.01 0.02 0.00

---

(3)
63
Properties=species:S:1:pos:R:3:forces:R:3 method="wB97M-V/def2-TZVPD" gap_ev="6.80 / 6.66" e_above_lowest_kcal_mol=49.2 charge=+1 spin_multiplicity=3 e_tot_ev=-194448.3863
W -0.0710 0.0142 -0.0532 0.28 0.25 -0.50
C -3.3224 -2.9405 -1.1113 -0.03 -0.05 -0.04
C -2.5996 -2.1590 -0.2288 0.04 0.19 0.06
N -1.7546 -1.3366 -0.8846 -0.08 -0.07 -0.09
N -1.9445 -1.6120 -2.2029 0.11 -0.13 0.05
C -2.8701 -2.5591 -2.3584 -0.01 0.05 -0.01
B -1.1496 -0.9444 -3.3217 -0.09 0.10 0.05
N -1.3207 0.5619 -3.1690 0.22 -0.01 0.06
C -1.6063 1.4596 -4.1177 -0.11 -0.06 0.03
C -1.3534 2.7181 -3.6162 0.08 0.01 -0.05
C -0.8665 2.4867 -2.3366 -0.12 -0.03 0.08
N -0.8608 1.1793 -2.0537 -0.11 -0.14 0.01
N 0.3316 -1.2608 -3.1205 0.08 0.03 -0.04
C 1.2137 -1.7634 -3.9935 -0.08 -0.03 0.04
C 2.4679 -1.7255 -3.4164 0.04 -0.01 -0.03
C 2.2559 -1.1534 -2.1687 -0.06 0.05 0.07
N 0.9612 -0.8745 -1.9951 0.10 0.01 0.09
H -4.0740 -3.6699 -0.8704 -0.01 -0.02 0.00
H -2.6467 -2.1453 0.8428 -0.01 -0.01 0.00
H -3.1451 -2.8775 -3.3497 -0.02 -0.03 0.00
H -1.5247 -1.3311 -4.3856 -0.03 0.00 -0.05
H -1.9678 1.1290 -5.0765 -0.01 0.02 -0.02
H -1.4814 3.6654 -4.1077 0.02 0.01 -0.01
H -0.5059 3.2138 -1.6350 -0.01 0.01 -0.01
H 0.8800 -2.1012 -4.9598 0.03 -0.01 -0.02
H 3.3998 -2.0471 -3.8448 0.02 0.00 0.00
H 2.9709 -0.9178 -1.3982 0.01 0.00 -0.01
S 5.8401 -3.4027 3.6556 -0.04 0.03 -0.05
N 4.8116 -3.9912 2.5634 -0.01 -0.05 0.03
C 3.9568 -3.0221 2.2819 0.12 0.07 0.05
C 2.8429 -3.1213 1.3640 -0.12 0.09 -0.07
C 2.4876 -4.2942 0.7084 0.00 -0.03 -0.01
C 1.3849 -4.2750 -0.1168 0.01 -0.05 0.00
C 0.6850 -3.0930 -0.2877 -0.09 0.10 -0.02
N 1.0127 -1.9553 0.3288 -0.02 -0.28 0.07
C 2.0728 -1.9703 1.1579 -0.05 -0.14 -0.09
C 2.3426 -0.7422 1.8753 0.02 0.13 0.14
N 1.4961 0.2736 1.6425 0.21 -0.15 -0.02
C 1.6089 1.3639 2.3925 -0.03 0.03 -0.05
C 2.5936 1.5206 3.3546 0.03 0.00 0.03
C 3.5057 0.5098 3.5637 -0.03 0.01 -0.02
C 3.3712 -0.6590 2.8217 -0.14 0.08 -0.08
C 4.2128 -1.8227 2.9926 0.06 -0.14 0.05
N 5.2513 -1.9110 3.8074 0.01 0.03 0.01
H 3.0726 -5.1909 0.8621 0.00 -0.01 0.00
H 1.0571 -5.1585 -0.6449 0.01 -0.01 0.00
H -0.1601 -3.0556 -0.9588 0.03 0.00 0.02
H 0.8934 2.1523 2.2156 0.01 -0.02 -0.03
H 2.6321 2.4410 3.9189 0.01 0.00 0.01
H 4.2967 0.5952 4.2962 0.01 -0.01 0.00
O -3.0634 5.5149 1.1564 0.01 0.03 0.00
C -2.4606 4.3484 0.9136 0.05 0.01 0.01
C -3.1652 3.1730 0.6101 0.01 -0.04 -0.01
C -2.4751 2.0131 0.3849 0.04 0.09 0.02
N -1.1195 1.9676 0.4278 -0.21 -0.06 0.04
C -0.5164 3.0865 0.7056 0.06 -0.09 0.06
Br 1.8389 1.7308 -0.7355 0.02 0.21 -0.02
C -1.0671 4.3093 0.9677 -0.04 0.00 -0.02
H -4.0230 5.4336 1.0971 -0.01 0.00 0.00
H -4.2458 3.1731 0.5561 -0.01 0.00 0.00
H -2.9760 1.0815 0.1613 -0.01 0.00 0.00
H -0.4839 5.1893 1.1950 0.00 0.01 0.00
Se -1.1499 -0.5424 1.9474 -0.15 0.01 0.28

---

(4)
57
Properties=species:S:1:pos:R:3:forces:R:3 method="wB97M-V/def2-TZVPD" gap_ev=3.78 e_above_lowest_kcal_mol=0.0 charge=-2 e_tot_ev=-189653.4058
Pd 1.3316 0.8371 0.8800 0.33 -0.14 0.47
C 3.7005 0.4327 -1.6028 -0.03 0.05 0.07
O 2.3576 0.3651 -2.0717 -0.06 0.00 -0.14
C 1.8306 -0.8546 -2.2488 0.03 -0.05 0.05
C 2.5620 -1.9774 -2.5756 0.04 0.05 0.03
C 1.9174 -3.2052 -2.7090 -0.12 0.03 0.04
Br 2.9508 -4.7347 -3.1705 0.02 -0.05 -0.02
C 0.5717 -3.3369 -2.5074 0.12 -0.03 -0.02
C -0.1833 -2.2002 -2.1726 0.03 0.09 -0.03
C 0.4293 -0.9502 -2.0624 0.01 -0.10 0.08
O -0.2075 0.1663 -1.7280 0.00 0.14 -0.27
C -1.5924 -2.3258 -1.8440 -0.10 -0.01 0.08
N -2.4366 -1.3261 -1.7184 0.08 0.01 -0.05
C -3.6436 -1.8912 -1.3603 -0.06 -0.04 0.02
C -4.8704 -1.2919 -1.0910 0.02 -0.02 -0.01
C -5.9298 -2.1111 -0.7416 0.00 0.03 -0.01
C -5.7806 -3.5005 -0.6579 0.00 -0.03 0.00
C -4.5663 -4.1130 -0.9228 -0.03 -0.01 0.00
C -3.5098 -3.2856 -1.2749 -0.02 0.03 0.03
N -2.1939 -3.5351 -1.5972 0.03 0.01 -0.08
H 4.4073 0.2614 -2.4228 0.00 0.00 0.00
H 3.8432 -0.2867 -0.7932 0.00 -0.01 -0.01
H 3.8173 1.4361 -1.2003 0.01 0.00 -0.01
H 3.6331 -1.9118 -2.6952 0.00 0.01 0.01
H 0.1109 -4.3103 -2.6067 -0.03 0.02 -0.02
H -1.1647 -0.0179 -1.6409 -0.03 -0.07 0.09
H -4.9741 -0.2164 -1.1453 -0.01 0.00 0.00
H -6.8935 -1.6706 -0.5194 0.00 0.00 0.00
H -6.6309 -4.1074 -0.3728 0.01 -0.01 0.00
H -4.4511 -5.1870 -0.8489 0.01 0.00 0.00
H -1.7118 -4.4110 -1.5160 0.02 0.01 0.05
O -0.9995 1.8879 6.1653 -0.02 0.03 0.01
C 0.2974 1.4444 6.0319 0.04 -0.05 0.01
O 1.0560 1.6705 6.9519 -0.02 0.00 0.01
C 0.6180 0.7334 4.8028 -0.03 0.02 0.03
C 1.9650 0.4258 4.5228 0.02 0.01 -0.07
C 2.3338 -0.2450 3.3878 0.09 -0.06 0.04
C 1.3745 -0.6879 2.4206 -0.22 0.21 0.08
S 1.7717 -1.7508 1.0985 0.05 0.20 -0.34
C 0.0088 -0.4087 2.7440 -0.19 -0.10 0.14
C -0.3427 0.2964 3.8708 0.05 -0.06 -0.06
H -1.4422 1.7528 5.3201 0.00 0.02 -0.01
H 2.7206 0.7601 5.2229 -0.02 0.00 0.02
H 3.3780 -0.4544 3.1916 0.00 0.01 -0.01
H -0.7587 -0.8018 2.0896 0.01 0.03 -0.03
H -1.4065 0.4721 4.0172 0.00 -0.01 0.06
Se 1.8632 3.2752 1.3491 -0.03 -0.18 -0.10
C 1.6429 4.2924 -0.2155 -0.01 0.00 -0.10
C 1.8680 5.6796 -0.2463 -0.01 0.01 -0.01
C 1.7022 6.3883 -1.4201 0.00 0.00 0.01
N 1.3312 5.8557 -2.5892 0.00 0.04 -0.03
C 1.1168 4.5346 -2.5601 0.00 -0.06 0.02
C 1.2508 3.7321 -1.4427 0.01 0.01 -0.03
H 2.1723 6.1984 0.6548 0.00 -0.02 0.01
H 1.8801 7.4624 -1.4222 0.00 0.00 -0.02
H 0.8148 4.0802 -3.5011 0.00 0.03 -0.01
H 1.0606 2.6662 -1.5060 0.00 -0.01 0.01

---

Number 1: largest force on an atom 3.1 eV/A. Number 2: largest force on an atom 1.2 eV/A. Number 3: largest force on an atom 0.6 eV/A. Number 4: largest force on an atom 0.6 eV/A.